ORCA calculation (the ωB97M-V functional and the def2-TZVPD basis) on a 6-piece molecular cluster, C6H24O9 overall in a non-equilibrium geometry.

Cartesian coordinates (Å):
O -13.623 -22.548 4.352
C -12.917 -22.840 3.127
C -11.640 -22.041 3.027
O -10.831 -22.594 2.029
H -13.026 -22.593 5.074
H -12.583 -23.931 3.177
H -13.609 -22.707 2.263
H -11.087 -22.073 3.982
H -11.931 -21.074 2.677
H -11.330 -22.435 1.225
O -15.980 -21.064 -2.407
C -16.954 -20.496 -3.269
C -18.048 -19.793 -2.537
O -19.055 -19.457 -3.481
H -15.338 -20.430 -2.115
H -16.502 -19.819 -3.967
H -17.313 -21.343 -3.816
H -17.628 -18.837 -2.104
H -18.574 -20.306 -1.701
H -18.838 -18.607 -3.872
O -16.083 -20.707 2.114
C -16.519 -19.342 1.921
C -18.074 -19.468 2.193
O -18.640 -18.196 2.201
H -16.399 -21.043 2.898
H -16.100 -18.563 2.577
H -16.391 -19.006 0.895
H -18.311 -19.929 3.092
H -18.525 -20.036 1.389
H -18.572 -17.731 1.347
O -13.011 -18.894 1.211
H -12.067 -19.036 1.157
H -13.571 -19.394 0.626
O -14.669 -21.962 0.135
H -15.406 -21.985 -0.478
H -15.001 -21.328 0.824
O -12.204 -22.161 -0.401
H -12.110 -21.238 -0.674
H -13.146 -22.202 -0.209

Summary:
- frontier orbital gap (Eh) = 0.34352
- M (g mol⁻¹) = 240.25
- SMILES = OCCO.OCCO.OCCO.O.O.O
- net charge = 0
- E_LUMO (eV) = -0.03
- E_HOMO (Ha) = -0.344

ORCA calculation (the ωB97M-V functional and the def2-TZVPD basis) on a 7-piece molecular cluster, C6H25NO7 overall in a non-equilibrium geometry.

Cartesian coordinates (Å):
C -0.738 -0.694 2.731
C -0.116 -1.359 1.531
C 1.162 -1.689 1.439
N 2.232 -1.164 2.212
C -1.191 -1.800 0.534
C -1.547 -0.646 -0.370
C -1.589 -0.945 -1.893
O -2.905 -0.854 -2.405
H -1.731 -0.294 2.533
H -0.691 -1.113 3.729
H -0.305 0.329 2.670
H 1.452 -2.431 0.677
H 1.932 -0.492 2.903
H 2.962 -1.839 2.354
H -0.807 -2.666 -0.019
H -2.019 -2.161 1.109
H -2.525 -0.229 -0.084
H -0.693 0.051 -0.372
H -1.157 -2.002 -1.984
H -1.074 -0.313 -2.589
H -3.725 -1.321 -2.228
O 1.895 -1.385 -1.828
H 1.226 -0.687 -1.845
H 2.656 -0.855 -1.542
O 1.299 1.390 -3.622
H 2.229 1.395 -3.330
H 0.848 1.143 -2.814
O 0.146 3.249 0.177
H 0.586 4.101 0.222
H -0.620 3.420 -0.390
O -4.004 1.553 -1.425
H -3.995 0.605 -1.274
H -3.411 1.785 -2.144
O 2.869 0.525 -0.142
H 3.808 0.699 -0.053
H 2.693 -0.250 0.433
O 1.860 2.151 2.677
H 1.202 2.870 2.695
H 1.782 1.924 1.726

Summary:
- frontier orbital gap (Eh) = 0.30554
- M (g mol⁻¹) = 223.27
- SMILES = C/C(=C\N)CCCO.O.O.O.O.O.O
- net charge = 0
- E_LUMO (eV) = 0.22
- E_HOMO (Ha) = -0.297

ORCA calculation (the ωB97M-V functional and the def2-TZVPD basis) on a 7-piece molecular cluster, C6H25NO7 overall in a non-equilibrium geometry.

Cartesian coordinates (Å):
C 1.085 -2.075 -2.034
N 0.408 -1.871 -0.773
C 1.187 -1.039 0.125
C 2.478 -1.884 0.629
O 3.491 -1.228 0.770
C 0.270 -0.610 1.366
C -1.051 -1.402 1.743
C 1.110 -0.461 2.603
H 0.560 -1.425 -2.861
H 1.130 -3.078 -2.341
H 2.185 -1.859 -2.090
H 0.076 -2.688 -0.278
H 1.627 -0.097 -0.288
H 2.383 -2.904 0.951
H -0.135 0.395 1.104
H -1.868 -1.011 1.092
H -1.475 -1.153 2.740
H -0.782 -2.476 1.680
H 1.915 0.221 2.684
H 0.638 0.213 3.383
H 1.353 -1.358 3.175
O 0.364 3.506 -1.342
H -0.110 3.897 -0.623
H 0.196 2.576 -1.317
O -1.535 2.010 1.371
H -1.799 2.786 0.879
H -2.166 1.408 0.936
O -1.074 0.678 -3.677
H -0.098 0.580 -3.927
H -1.365 -0.195 -3.382
O 1.018 2.616 2.285
H 1.611 2.594 1.533
H 0.161 2.288 1.975
O -2.145 -1.575 -1.700
H -1.339 -1.155 -1.248
H -2.310 -2.387 -1.213
O -1.933 2.413 -1.076
H -1.693 2.522 -2.016
H -2.370 3.228 -0.840

Summary:
- frontier orbital gap (Eh) = 0.33537
- M (g mol⁻¹) = 223.27
- SMILES = CN[C@H](C=O)C(C)C.O.O.O.O.O.O
- net charge = 0
- E_LUMO (eV) = 0.10
- E_HOMO (Ha) = -0.332

ORCA calculation (the ωB97M-V functional and the def2-TZVPD basis) on a 6-piece molecular cluster, C6H26N2O5 overall in a non-equilibrium geometry.

Cartesian coordinates (Å):
C 0.604 1.978 2.027
C 1.154 1.830 0.572
C 0.692 0.657 -0.302
C 0.688 1.071 -1.834
N 0.068 0.286 -2.805
C 0.837 -0.933 -3.116
N 1.634 -0.434 -0.080
C 0.921 -1.731 0.095
H 1.455 2.576 2.644
H -0.320 2.555 2.167
H 0.481 1.015 2.488
H 0.850 2.750 0.016
H 2.240 1.801 0.515
H -0.321 0.256 -0.137
H 1.770 1.366 -2.133
H 0.012 2.130 -1.851
H -0.888 0.039 -2.550
H 0.166 -1.522 -3.758
H 0.966 -1.609 -2.287
H 1.751 -0.853 -3.654
H 2.305 -0.462 -0.904
H -0.094 -1.840 -0.238
H 1.737 -2.325 -0.435
H 0.903 -2.076 1.165
O 3.428 -0.269 2.340
H 2.916 -0.903 2.857
H 2.872 -0.312 1.525
O -2.780 1.478 1.014
H -2.761 1.863 0.179
H -2.072 2.043 1.418
O -3.087 -0.488 -1.543
H -3.942 -0.177 -1.430
H -3.004 -1.143 -2.216
O -3.075 -1.331 1.012
H -2.843 -0.997 0.110
H -3.325 -0.497 1.437
O -0.231 -1.878 2.518
H -0.664 -2.347 3.221
H -1.045 -1.567 1.954

Summary:
- frontier orbital gap (Eh) = 0.30610
- M (g mol⁻¹) = 206.28
- SMILES = CC[C@@H](CNC)NC.O.O.O.O.O
- net charge = 0
- E_LUMO (eV) = 0.02
- E_HOMO (Ha) = -0.305

ORCA calculation (the ωB97M-V functional and the def2-TZVPD basis) on a 7-piece molecular cluster, C6H26NO7 overall in a non-equilibrium geometry.

Cartesian coordinates (Å):
C 2.049 0.473 0.303
C 2.382 1.513 1.393
C 0.633 -0.132 0.423
N -0.467 0.802 0.131
C -2.767 1.372 0.433
C -1.852 0.231 0.041
C -2.050 -1.114 0.739
O -1.495 -1.383 1.993
H 2.261 0.913 -0.669
H 2.866 -0.315 0.350
H 2.842 0.999 2.217
H 1.515 2.143 1.605
H 3.123 2.157 0.955
H 0.523 -0.514 1.461
H 0.694 -0.971 -0.253
H -0.369 1.542 0.831
H -3.756 1.082 0.880
H -2.928 2.065 -0.361
H -2.293 1.863 1.277
H -1.767 0.126 -1.081
H -1.533 -1.916 0.158
H -3.098 -1.464 0.770
H -1.840 0.843 3.858
H -1.385 -0.409 2.529
O -1.277 0.819 3.081
H 1.138 0.820 -3.067
H 2.425 1.526 -3.390
O 1.998 0.686 -3.578
H 2.197 -1.153 -3.843
H 2.028 -2.405 -2.908
O 1.863 -2.062 -3.793
H 1.656 0.513 4.051
H 0.094 0.495 3.781
O 0.818 0.430 4.512
H -0.149 1.105 -1.509
H -0.977 2.052 -2.569
O -0.181 1.530 -2.454
H 0.157 -2.847 -2.953
H -0.850 -2.719 -1.793
O -0.393 -3.371 -2.358

Summary:
- frontier orbital gap (Eh) = 0.29344
- M (g mol⁻¹) = 224.27
- net charge = -1
- E_LUMO (eV) = 2.87
- E_HOMO (Ha) = -0.188

ORCA calculation (the ωB97M-V functional and the def2-TZVPD basis) on a 7-piece molecular cluster, C6H27N5O7 overall in a non-equilibrium geometry.

Cartesian coordinates (Å):
C 3.317 4.527 6.071
O 4.150 3.400 6.069
C 4.993 3.285 4.948
C 6.135 4.274 4.917
C 6.938 4.155 3.620
N 7.063 4.085 6.048
H 3.667 5.312 5.394
H 3.294 4.972 7.070
H 2.285 4.275 5.807
H 5.390 2.266 4.935
H 4.395 3.388 4.024
H 5.740 5.291 4.947
H 6.328 4.526 2.795
H 7.307 3.143 3.468
H 7.727 4.897 3.717
H 6.569 4.102 6.934
H 7.446 3.149 5.941
N 7.412 5.989 -0.342
C 8.444 5.956 0.557
N 9.609 5.362 0.158
O 8.354 6.455 1.677
H 7.610 5.895 -1.321
H 6.555 6.414 -0.044
H 10.302 5.376 0.894
H 9.780 4.906 -0.717
N 14.964 6.409 -0.359
C 13.733 6.469 -0.992
N 12.640 6.423 -0.167
O 13.642 6.549 -2.209
H 15.027 6.449 0.641
H 15.732 6.711 -0.928
H 12.727 6.379 0.832
H 11.739 6.498 -0.597
O 11.811 8.649 2.043
H 11.046 9.140 2.355
H 11.565 7.722 2.174
O 10.272 4.717 5.449
H 10.598 3.826 5.289
H 9.482 4.609 5.993
O 10.756 7.448 6.202
H 10.587 7.511 7.145
H 10.727 6.502 5.998
O 10.753 6.050 2.837
H 10.725 5.611 3.696
H 9.811 6.264 2.688

Summary:
- frontier orbital gap (Eh) = 0.36394
- M (g mol⁻¹) = 281.31
- SMILES = COC[C@H](C)N.NC(N)=O.NC(N)=O.O.O.O.O
- net charge = 0
- E_LUMO (eV) = 0.24
- E_HOMO (Ha) = -0.355